No. 1
A cluster of 3 separate species, C31H63N4O7 in total, computed with wB97M-V/def2-TZVPD.

```
105
Properties=species:S:1:pos:R:3
C -5.491 -1.450 1.478
O -5.647 -1.064 2.816
C -4.624 -0.180 3.260
C -4.857 1.258 2.805
C -3.586 2.040 2.480
C -2.707 1.472 1.355
C -3.420 1.398 -0.002
C -3.018 0.225 -0.924
C -1.650 -0.394 -0.629
C -1.124 -1.184 -1.839
C 0.395 -1.206 -2.038
C 1.209 -0.035 -1.478
C 2.634 -0.520 -1.514
C 3.239 -0.567 -2.948
C 3.208 0.852 -3.543
C 2.120 1.011 -4.620
O 1.210 2.040 -4.215
C -0.121 1.741 -4.138
C -0.773 1.029 -5.296
O -0.765 2.137 -3.173
N 2.511 -1.956 -1.046
C 2.982 -2.337 0.342
C 2.786 -1.281 1.421
C 3.950 -0.291 1.579
C 3.505 1.077 2.124
N 4.106 2.191 1.363
C 3.163 2.934 0.605
N 3.290 3.003 -0.657
N 2.150 3.610 1.364
C 1.132 -2.425 -1.445
H -5.729 -0.632 0.794
H -4.483 -1.830 1.289
H -6.204 -2.245 1.281
H -3.667 -0.584 2.914
H -4.619 -0.220 4.343
H -5.340 1.779 3.630
H -5.576 1.294 1.990
H -2.982 2.048 3.390
H -3.817 3.083 2.275
H -1.879 2.174 1.253
H -2.329 0.513 1.693
H -3.250 2.330 -0.536
H -4.493 1.346 0.163
H -2.979 0.616 -1.941
H -3.805 -0.526 -0.932
H -0.980 0.397 -0.316
H -1.779 -1.091 0.198
H -1.613 -0.832 -2.741
H -1.441 -2.221 -1.716
H 0.544 -1.184 -3.119
H 1.021 0.961 -1.856
H 0.924 0.025 -0.422
H 3.319 0.114 -0.965
H 4.265 -0.913 -2.823
H 2.702 -1.293 -3.555
H 4.174 1.082 -3.973
H 3.046 1.572 -2.755
H 2.594 1.330 -5.544
H 1.625 0.060 -4.772
H -0.850 1.690 -6.152
H -1.766 0.746 -4.968
H -0.253 0.117 -5.573
H 3.163 -2.444 -1.654
H 4.009 -2.680 0.275
H 2.395 -3.210 0.618
H 1.841 -0.762 1.281
H 2.677 -1.827 2.356
H 4.489 -0.161 0.645
H 4.672 -0.701 2.280
H 2.418 1.155 2.120
H 3.792 1.174 3.166
H 4.560 2.835 1.996
H 2.550 3.572 -1.063
H 1.386 2.981 1.572
H 1.774 4.390 0.845
H 0.547 -2.805 -0.618
H 1.284 -3.153 -2.232
O -6.232 0.572 5.960
C -7.194 -0.137 6.069
O -7.069 -1.291 6.744
C -8.181 -2.130 7.065
C -8.518 -3.080 5.936
C -8.505 0.199 5.399
H -9.039 -1.530 7.371
H -7.862 -2.692 7.941
H -8.826 -2.545 5.038
H -9.326 -3.749 6.232
H -7.645 -3.679 5.677
H -8.461 -0.153 4.369
H -8.617 1.280 5.398
H -9.379 -0.226 5.886
O 8.907 -2.741 -3.125
C 8.688 -1.571 -3.232
O 7.405 -1.148 -3.122
C 7.031 0.227 -3.051
C 6.867 0.829 -4.430
C 9.774 -0.571 -3.546
H 7.719 0.790 -2.420
H 6.066 0.234 -2.543
H 7.805 0.838 -4.984
H 6.506 1.856 -4.357
H 6.153 0.244 -5.012
H 9.922 -0.547 -4.625
H 10.692 -0.912 -3.076
H 9.573 0.438 -3.191
```

The calculation puts the energy relative to the best compared isomer or geometry (same formula, charge and spin) at 0.00 kcal/mol. The gap between HOMO and LUMO is 8.830 eV. The net charge is +1.

Löwdin atomic charge list, values in e, 99 entries: C -0.117; O -0.185; C -0.210; C -0.171; C -0.199; C -0.215; C -0.172; C -0.186; C -0.196; C -0.133; C -0.260; C -0.092; C -0.224; C -0.109; C -0.117; C -0.146; O -0.008; C -0.495; C 0.028; O 0.093; N -0.024; C -0.082; C -0.166; C -0.169; C -0.190; N 0.003; C -0.519; N 0.158; N 0.107; C -0.021; H 0.076; H 0.082; H 0.090; H 0.107; H 0.108; H 0.106; H 0.102; H 0.114; H 0.113; H 0.101; H 0.084; H 0.112; H 0.089; H 0.096; H 0.102; H 0.091; H 0.109; H 0.103; H 0.121; H 0.124; H 0.117; H 0.106; H 0.130; H 0.107; H 0.117; H 0.089; H 0.088; H 0.133; H 0.098; H 0.102; H 0.088; H 0.076; H 0.163; H 0.141; H 0.127; H 0.101; H 0.126; H 0.095; H 0.115; H 0.098; H 0.122; H 0.119; H 0.060; H 0.070; H 0.081; H 0.139; H 0.143; O 0.093; C -0.524; O 0.006; C -0.234; C -0.061; C 0.020; H 0.112; H 0.123; H 0.069; H 0.082; H 0.083; H 0.095; H 0.092; H 0.071; O 0.120; C -0.526; O -0.016; C -0.241; C -0.065; C 0.018; H 0.119; H 0.095



No. 2
A cluster of 8 separate species, C31H64BBrCl14N2O6PS in total, computed with wB97M-V/def2-TZVPD.

```
121
Properties=species:S:1:pos:R:3
C -1.192 -2.030 -6.186
C -1.530 -1.447 -4.691
C -1.143 -2.446 -3.450
C 0.420 -2.159 -2.977
N 0.657 -1.086 -2.022
C 0.691 -1.350 -0.548
C -0.908 -1.087 -0.133
S -1.754 0.327 -0.973
O -2.806 -0.080 -2.078
O -0.828 1.500 -1.451
C 1.710 -0.161 0.046
C 1.635 0.171 1.620
C 0.341 1.107 2.118
C -0.498 0.359 3.358
C -1.821 1.202 3.843
C -3.051 0.986 2.780
C -4.532 0.804 3.461
O -5.010 -0.585 3.544
C -5.193 -1.193 2.214
C -6.375 -0.837 1.133
O -4.269 -2.108 1.840
C 3.226 -0.612 -0.501
B 4.383 0.542 -0.354
O 4.981 0.894 0.950
C 4.987 1.361 -1.687
C 4.441 2.907 -1.797
C 3.652 -2.083 0.179
P 5.450 -2.357 -0.520
O 5.441 -3.545 -1.814
Br 6.826 -3.159 1.163
C 2.540 -3.126 -0.509
C 2.884 -4.714 -0.276
C 3.849 -5.064 0.991
N 1.091 -2.750 -0.120
C 0.878 -3.101 1.335
C -0.047 -4.483 1.532
H -1.625 -1.229 -6.958
H -1.786 -3.019 -6.388
H -0.038 -2.098 -6.426
H -0.851 -0.474 -4.555
H -2.665 -1.092 -4.590
H -1.912 -2.478 -2.571
H -1.134 -3.548 -3.911
H 0.852 -3.243 -2.726
H 0.978 -1.875 -3.997
H 1.177 -0.249 -2.339
H -1.090 -1.005 1.013
H -1.460 -2.088 -0.477
H -2.575 0.946 0.030
H 1.518 0.877 -0.517
H 2.551 0.887 1.906
H 1.751 -0.713 2.376
H 0.720 2.121 2.625
H -0.347 1.450 1.240
H -0.709 -0.773 3.147
H 0.260 0.379 4.280
H -2.139 0.834 4.922
H -1.552 2.357 3.954
H -3.116 1.966 2.103
H -2.734 0.118 2.048
H -5.301 1.392 2.767
H -4.557 1.382 4.502
H -6.072 -1.359 0.108
H -6.417 0.319 0.900
H -7.401 -1.277 1.518
H 3.222 -0.846 -1.674
H 4.658 1.836 1.127
H 6.160 1.435 -1.481
H 4.874 0.751 -2.682
H 4.338 3.179 -2.945
H 5.219 3.660 -1.336
H 3.397 3.035 -1.258
H 3.612 -2.074 1.347
H 5.728 -3.146 -2.687
H 2.730 -2.959 -1.678
H 1.917 -5.410 -0.197
H 3.450 -5.129 -1.243
H 3.456 -6.088 1.462
H 3.848 -4.290 1.868
H 4.919 -5.313 0.562
H 0.510 -3.503 -0.604
H 1.887 -3.344 1.927
H 0.338 -2.304 1.991
H 0.660 -5.414 1.636
H -0.585 -4.362 2.591
H -0.881 -4.587 0.717
C 0.009 -0.693 -9.733
Cl -1.680 -1.215 -9.742
Cl 1.091 -2.045 -9.377
H 0.260 -0.285 -10.715
H 0.139 0.078 -8.969
C -2.786 4.527 5.396
Cl -4.015 4.536 4.126
Cl -3.114 3.266 6.591
H -1.808 4.342 4.944
H -2.783 5.499 5.896
C 7.385 -6.969 -0.039
Cl 6.156 -6.960 -1.309
Cl 7.056 -8.230 1.156
H 8.362 -7.153 -0.491
H 7.387 -5.997 0.461
C 3.201 -4.244 -11.456
Cl 4.592 -5.158 -10.860
Cl 3.609 -3.348 -12.924
H 2.387 -4.939 -11.677
H 2.883 -3.537 -10.685
C -7.441 6.094 5.744
Cl -6.050 5.180 6.340
Cl -7.033 6.989 4.276
H -8.255 5.399 5.522
H -7.759 6.801 6.515
C -4.761 8.615 7.832
Cl -4.424 10.336 7.609
Cl -3.500 7.619 7.095
H -4.807 8.397 8.902
H -5.720 8.377 7.366
C -3.216 12.043 4.224
Cl -2.879 13.764 4.001
Cl -1.955 11.047 3.487
H -3.262 11.825 5.293
H -4.175 11.805 3.757
```

The gap between HOMO and LUMO is 9.139 eV. The net charge is +1.

Löwdin atomic charge list, values in e, 99 entries: C -0.155; C -0.265; C -0.191; C -0.220; N -0.033; C -0.311; C -0.170; S 0.831; O -0.421; O -0.430; C -0.133; C -0.137; C -0.166; C -0.211; C -0.198; C -0.174; C -0.177; O -0.103; C -0.281; C -0.014; O -0.056; C -0.192; B -0.435; O 0.010; C -0.184; C -0.137; C -0.347; P 0.709; O -0.399; Br 0.289; C -0.230; C -0.185; C -0.153; N -0.023; C -0.154; C -0.058; H 0.050; H 0.087; H 0.064; H 0.115; H 0.120; H 0.087; H 0.120; H 0.117; H 0.149; H 0.134; H 0.078; H 0.131; H 0.087; H 0.166; H 0.130; H 0.110; H 0.131; H 0.087; H 0.094; H 0.128; H 0.115; H 0.102; H 0.117; H 0.076; H 0.128; H 0.128; H 0.109; H 0.093; H 0.109; H 0.137; H 0.125; H 0.123; H 0.099; H 0.090; H 0.091; H 0.079; H 0.121; H 0.080; H 0.149; H 0.116; H 0.119; H 0.105; H 0.068; H 0.013; H 0.168; H 0.141; H 0.103; H 0.084; H 0.113; H 0.098; C -1.005; Cl 0.523; Cl 0.530; H 0.033; H 0.030; C -1.016; Cl 0.489; Cl 0.519; H 0.017; H -0.049; C -1.026; Cl 0.517; Cl 0.511



No. 3
A structure of composition C31H64LaP2Si2, computed with wB97M-V/def2-TZVPD.

```
100
Properties=species:S:1:pos:R:3
La -0.362 0.252 -1.003
C -2.373 1.821 -0.452
C -2.782 0.894 -1.479
C -2.553 -0.329 0.501
C -2.294 1.078 0.777
C -2.902 -0.444 -0.888
C -2.307 3.290 -0.606
H -1.950 3.620 -1.589
H -1.675 3.800 0.134
H -3.321 3.699 -0.489
C -2.228 1.654 2.129
H -2.001 2.725 2.121
H -1.445 1.162 2.727
H -3.188 1.515 2.655
C -2.706 -1.401 1.501
H -3.768 -1.533 1.760
H -2.168 -1.188 2.432
H -2.355 -2.380 1.156
C -3.651 -1.593 -1.421
H -4.720 -1.413 -1.219
H -3.395 -2.535 -0.916
H -3.539 -1.771 -2.498
C -3.472 1.378 -2.683
H -4.420 1.826 -2.320
H -3.688 0.591 -3.416
H -2.921 2.171 -3.212
C 1.044 0.662 -3.975
C 0.007 1.551 -4.131
C -0.576 1.819 -5.488
C -1.461 0.669 -6.077
C -1.571 -0.604 -5.268
C -0.532 -1.452 -5.168
C 0.798 -1.146 -5.824
C 1.662 -0.020 -5.165
H 0.207 2.058 -6.230
H -1.031 0.415 -7.061
H -1.197 2.728 -5.423
H 1.941 0.701 -5.956
H 1.435 0.351 -3.006
H -0.486 2.042 -3.299
H 2.612 -0.478 -4.838
H 1.390 -2.075 -5.850
H -0.597 -2.400 -4.640
H 0.628 -0.854 -6.875
H -2.472 1.063 -6.269
H -2.529 -0.796 -4.797
P 1.306 2.156 0.074
C 0.864 2.891 1.682
H 1.762 3.494 1.881
H 0.699 2.091 2.422
H -0.046 3.507 1.549
C 2.996 1.484 0.262
H 3.525 2.349 0.693
H 3.378 1.173 -0.730
H 2.975 0.617 0.951
C 1.458 3.614 -1.032
H 1.909 3.285 -1.987
H 2.112 4.251 -0.409
H 0.446 4.043 -1.186
P 0.494 -2.316 -0.832
C -0.797 -3.544 -1.285
H -0.153 -4.346 -1.672
H -1.515 -3.142 -2.020
H -1.296 -3.813 -0.330
C 2.174 -2.467 -1.593
H 2.050 -2.556 -2.684
H 2.564 -3.363 -1.083
H 2.774 -1.572 -1.327
C 0.876 -3.053 0.810
H 1.089 -4.099 0.515
H -0.013 -2.953 1.463
H 1.751 -2.516 1.236
C 0.146 1.798 4.921
Si -0.070 -0.006 4.469
C 0.635 -0.971 5.920
C -1.869 -0.470 4.791
C 0.722 -0.526 2.838
Si 2.564 -0.960 3.023
C 2.536 -2.649 3.855
C 3.986 -1.411 1.817
C 3.353 0.419 4.016
H -0.185 1.868 5.971
H -0.475 2.482 4.329
H 1.191 2.130 4.876
H 0.179 -0.524 6.815
H 0.322 -2.021 5.868
H 1.722 -0.936 6.025
H -2.636 0.057 4.217
H -2.028 -1.553 4.688
H -2.041 -0.228 5.854
H 0.139 -1.308 2.432
H 2.281 -3.436 3.136
H 3.560 -2.825 4.206
H 1.859 -2.721 4.705
H 4.453 -0.590 1.261
H 4.769 -1.808 2.489
H 3.773 -2.216 1.104
H 3.443 1.343 3.428
H 2.830 0.646 4.952
H 4.370 0.077 4.261
```

The gap between HOMO and LUMO (spin up / spin down) is 5.314 / 5.314 eV. The net charge is +1.

Löwdin atomic charge list, values in e, 99 entries: La 1.551; C -0.369; C -0.403; C -0.305; C -0.280; C -0.349; C -0.045; H 0.076; H 0.065; H 0.108; C -0.049; H 0.076; H 0.016; H 0.109; C -0.031; H 0.113; H 0.045; H 0.066; C -0.047; H 0.112; H 0.069; H 0.077; C -0.044; H 0.113; H 0.072; H 0.072; C -0.141; C -0.118; C -0.163; C -0.158; C -0.105; C -0.107; C -0.167; C -0.170; H 0.120; H 0.112; H 0.113; H 0.121; H 0.038; H 0.067; H 0.110; H 0.110; H 0.095; H 0.113; H 0.114; H 0.086; P 0.649; C -0.248; H 0.058; H -0.004; H 0.040; C -0.258; H 0.061; H 0.054; H -0.019; C -0.249; H 0.046; H 0.054; H 0.038; P 0.674; C -0.247; H 0.056; H 0.024; H 0.055; C -0.242; H 0.040; H 0.053; H 0.045; C -0.282; H 0.072; H 0.047; H -0.014; C -0.188; Si 0.361; C -0.209; C -0.193; C -0.319; Si 0.371; C -0.185; C -0.202; C -0.182; H 0.041; H 0.017; H 0.025; H 0.036; H 0.035; H 0.021; H 0.004; H 0.041; H 0.044; H -0.122; H 0.025; H 0.035; H 0.003; H 0.013; H 0.045; H 0.011; H 0.027; H 0.012



No. 4
A cluster of 9 separate species, C31H65ClF7N9O11SSi in total, computed with wB97M-V/def2-TZVPD.

```
126
Properties=species:S:1:pos:R:3
C -2.109 -2.583 -1.164
C -2.244 -3.993 -1.742
N -1.505 -4.998 -0.914
Si 0.168 -4.911 -0.776
C 1.189 -6.261 -1.599
C 1.485 -5.770 -2.987
O 0.715 -5.191 -3.684
Cl 3.140 -6.095 -3.551
S 0.639 -5.129 1.435
O 1.163 -6.452 1.683
O -0.466 -4.624 2.209
C 2.086 -4.011 1.886
F 2.305 -4.219 3.184
F 3.153 -4.432 1.191
C 1.925 -2.485 1.641
F 2.193 -2.235 0.354
F 0.681 -2.090 1.899
C 2.887 -1.620 2.497
F 2.409 -1.462 3.726
F 3.013 -0.415 1.936
F 4.094 -2.177 2.571
H -1.378 -1.982 -1.713
H -1.802 -2.633 -0.114
H -3.071 -2.067 -1.189
H -3.286 -4.312 -1.731
H -1.878 -4.023 -2.775
H -1.844 -5.932 -1.122
H 0.708 -3.600 -1.152
H 2.100 -6.490 -1.041
H 0.630 -7.202 -1.677
C 3.686 2.502 3.895
N 3.749 3.941 3.733
C 4.244 4.646 2.686
C 4.810 3.863 1.524
O 4.230 5.870 2.693
H 2.653 2.172 4.014
H 4.250 2.187 4.775
H 4.103 2.008 3.024
H 3.387 4.515 4.479
H 5.163 4.563 0.773
H 5.643 3.236 1.847
H 4.051 3.222 1.075
C 0.070 -2.207 -8.617
N -0.780 -2.583 -7.509
C -0.411 -2.982 -6.258
C 1.071 -3.043 -5.962
O -1.256 -3.265 -5.427
H -0.122 -1.179 -8.931
H -0.089 -2.861 -9.477
H 1.113 -2.281 -8.326
H -1.778 -2.558 -7.644
H 1.196 -3.382 -4.941
H 1.581 -3.742 -6.627
H 1.522 -2.056 -6.078
C -6.918 -6.607 0.373
N -6.031 -5.499 0.094
C -4.910 -5.164 0.775
C -4.502 -6.046 1.932
O -4.248 -4.182 0.461
H -6.971 -7.295 -0.473
H -7.920 -6.238 0.596
H -6.560 -7.147 1.240
H -6.244 -4.891 -0.681
H -3.588 -5.637 2.353
H -5.283 -6.075 2.694
H -4.315 -7.064 1.585
C 4.769 9.736 -1.768
N 4.390 8.423 -2.256
C 4.074 7.315 -1.536
C 4.116 7.422 -0.030
O 3.770 6.272 -2.097
H 4.080 10.504 -2.115
H 5.769 10.004 -2.115
H 4.774 9.742 -0.682
H 4.345 8.281 -3.252
H 3.832 6.465 0.392
H 5.116 7.677 0.321
H 3.421 8.182 0.330
C 0.578 13.825 -4.329
N 1.710 13.676 -3.440
C 2.783 12.852 -3.572
C 2.830 11.962 -4.795
O 3.667 12.836 -2.732
H 0.506 14.847 -4.705
H -0.356 13.582 -3.819
H 0.682 13.159 -5.179
H 1.738 14.241 -2.605
H 3.744 11.378 -4.745
H 1.974 11.287 -4.825
H 2.836 12.552 -5.712
C -5.767 -1.914 3.330
N -6.333 -3.208 3.014
C -7.215 -3.943 3.739
C -7.700 -3.361 5.047
O -7.593 -5.036 3.342
H -6.022 -1.180 2.565
H -4.680 -1.972 3.398
H -6.152 -1.562 4.283
H -6.046 -3.641 2.148
H -8.390 -4.072 5.491
H -6.870 -3.190 5.733
H -8.216 -2.413 4.889
C 5.255 7.583 5.326
N 4.657 7.054 6.541
C 5.260 6.690 7.701
C 6.763 6.850 7.778
O 4.613 6.248 8.637
H 4.847 8.570 5.101
H 5.047 6.922 4.485
H 6.330 7.677 5.452
H 3.656 6.930 6.555
H 7.082 6.515 8.760
H 7.262 6.252 7.015
H 7.055 7.892 7.641
C -6.519 -11.037 -2.440
N -5.891 -9.756 -2.195
C -4.808 -9.482 -1.419
C -4.149 -10.642 -0.709
O -4.396 -8.339 -1.306
H -6.495 -11.289 -3.501
H -7.560 -11.033 -2.113
H -5.996 -11.816 -1.895
H -6.280 -8.942 -2.646
H -3.311 -10.250 -0.140
H -4.844 -11.135 -0.028
H -3.782 -11.383 -1.421
```

The calculation puts the energy relative to the best compared isomer or geometry (same formula, charge and spin) at 0.00 kcal/mol. The gap between HOMO and LUMO is 9.538 eV. The net charge is 0.

Löwdin atomic charge list, values in e, 99 entries: C -0.104; C -0.285; N -0.119; Si 0.602; C -0.244; C -0.868; O 0.028; Cl 0.658; S 0.650; O -0.342; O -0.340; C -0.514; F 0.134; F 0.111; C -0.404; F 0.138; F 0.164; C -0.553; F 0.189; F 0.175; F 0.188; H 0.066; H 0.065; H 0.071; H 0.090; H 0.090; H 0.093; H 0.040; H 0.071; H 0.110; C -0.073; N 0.016; C -0.530; C 0.002; O 0.006; H 0.086; H 0.087; H 0.061; H 0.136; H 0.076; H 0.087; H 0.091; C -0.085; N 0.003; C -0.541; C -0.010; O 0.032; H 0.082; H 0.081; H 0.069; H 0.136; H 0.050; H 0.088; H 0.087; C -0.076; N 0.030; C -0.561; C 0.007; O 0.016; H 0.065; H 0.082; H 0.075; H 0.142; H 0.084; H 0.070; H 0.081; C -0.070; N 0.006; C -0.552; C -0.016; O 0.019; H 0.057; H 0.086; H 0.073; H 0.133; H 0.049; H 0.090; H 0.089; C -0.079; N 0.006; C -0.549; C -0.010; O 0.024; H 0.083; H 0.084; H 0.070; H 0.140; H 0.077; H 0.086; H 0.084; C -0.067; N 0.028; C -0.543; C -0.011; O 0.021; H 0.085; H 0.088; H 0.069; H 0.103



> Which value of net charge does entry 1 give?

+1



> Look up the net charge of the fourth one.

0